# 1
99
Properties=species:S:1:pos:R:3:mulliken_charge:R:1 method="wB97M-V/def2-TZVPD" homo_lumo_gap_ev="5.826 / 7.185" multiplicity=1 e_homo_ev="-8.5 / -8.5" e_above_lowest_ev=1.596 total_charge=0
Tl -0.0182 -0.1257 0.4535 0.743
C 2.3969 -2.3837 -1.0620 0.200
C 2.4608 -1.0141 -1.7981 -0.962
N 1.1409 -0.5277 -2.1940 0.495
C 0.4160 -1.3196 -3.1776 -1.148
C -1.0828 -1.4287 -2.8461 0.784
N -1.3551 -1.7519 -1.4503 0.437
C -1.2396 -3.1514 -1.0490 -1.059
C 0.2194 -3.6363 -0.9963 -0.998
N 1.1260 -2.6551 -0.4075 0.307
H 2.6336 -3.1846 -1.7658 0.389
H 3.1975 -2.3737 -0.3186 -0.860
H 2.8849 -0.2739 -1.1160 0.296
H 3.1539 -1.1076 -2.6438 0.479
H 1.1918 0.4417 -2.4674 -0.211
H 0.5063 -0.9046 -4.1873 0.642
H 0.8576 -2.3145 -3.2149 0.310
H -1.5490 -0.4594 -3.0499 -1.082
H -1.5309 -2.1621 -3.5303 0.184
H -2.2637 -1.3993 -1.1792 -0.049
H -1.6770 -3.2337 -0.0561 0.397
H -1.7976 -3.8190 -1.7183 0.369
H 0.2282 -4.5806 -0.4455 0.477
H 0.5633 -3.8684 -2.0020 0.445
H 1.1800 -2.7484 0.5958 0.182
C -0.4462 2.8991 2.6488 -0.888
O -0.8403 2.6842 1.2877 -0.677
Si -0.9285 3.8442 0.1051 0.073
C -2.0636 5.2132 0.6453 -0.970
C 0.7634 4.5710 -0.1415 -1.191
C -1.6571 2.9566 -1.3492 1.330
Si -1.0537 3.4525 -3.0241 0.498
C 0.7947 3.2041 -3.2174 -1.222
C -1.8620 2.5683 -4.4515 -1.103
C -1.4638 5.2676 -3.2148 -1.046
Si -3.3057 2.1565 -1.0699 -0.029
C -3.6728 0.7083 -2.2046 -1.151
C -4.5609 3.4731 -1.5073 -1.105
C -3.5532 1.5541 0.6671 -0.646
H -0.3612 3.9660 2.8901 0.334
H 0.5198 2.4225 2.8388 0.232
H -1.1871 2.4519 3.3122 0.246
H -1.6107 5.7868 1.4639 0.427
H -3.0246 4.8174 0.9944 0.261
H -2.2604 5.9092 -0.1811 0.331
H 0.9713 5.2714 0.6756 0.404
H 0.8635 5.1236 -1.0854 0.328
H 1.5366 3.7927 -0.1188 0.242
H 0.9949 2.2973 -3.8039 0.423
H 1.3187 3.1259 -2.2552 0.212
H 1.2360 4.0459 -3.7660 0.493
H -1.6439 1.4917 -4.4516 0.271
H -1.4734 2.9854 -5.3904 0.466
H -2.9530 2.6970 -4.4519 0.227
H -1.0954 5.8652 -2.3704 0.264
H -2.5519 5.4049 -3.2734 0.286
H -1.0176 5.6693 -4.1345 0.396
H -3.1057 0.7325 -3.1419 0.230
H -4.7400 0.7282 -2.4613 0.537
H -3.4761 -0.2528 -1.7063 0.349
H -4.5993 3.5897 -2.5999 0.285
H -4.3318 4.4511 -1.0688 0.302
H -5.5593 3.1671 -1.1648 0.378
H -2.8167 0.7864 0.9338 -0.023
H -4.5503 1.1037 0.7522 0.451
H -3.4724 2.3584 1.4090 0.155
C 6.0645 -3.9688 2.7902 -1.446
C 5.3695 -3.1800 1.7024 1.249
C 5.9506 -3.4553 0.3332 -1.600
O 5.5511 -1.7439 1.9383 -0.255
P 4.5771 -0.8211 2.7752 0.197
S 5.6423 0.6453 3.5538 -0.249
S 3.2382 0.1332 1.7252 -0.311
O 3.9472 -1.8305 3.7972 -0.179
C 2.7413 -1.6035 4.6338 1.738
C 2.8935 -0.4391 5.5911 -1.491
C 2.5244 -2.9170 5.3411 -1.577
H 5.9718 -5.0386 2.5831 0.391
H 5.6283 -3.7623 3.7667 0.297
H 7.1261 -3.7068 2.8127 0.349
H 4.3038 -3.4054 1.7104 0.067
H 7.0377 -3.3358 0.3563 0.413
H 5.5441 -2.7654 -0.4092 0.347
H 5.7156 -4.4794 0.0289 0.376
H 1.9237 -1.4196 3.9499 -0.591
H 3.7850 -0.5639 6.2130 0.343
H 2.0113 -0.3968 6.2355 0.421
H 2.9745 0.5134 5.0620 0.377
H 3.3613 -3.1330 6.0127 0.399
H 2.4239 -3.7308 4.6182 0.330
H 1.6030 -2.8655 5.9241 0.417
F -0.4338 -0.1098 4.0452 -0.153
C -1.2227 -1.1887 4.2437 0.641
F -2.4596 -0.7593 4.4884 -0.244
F -0.7699 -1.8362 5.3193 -0.232
S -1.1845 -2.2823 2.7702 0.779
O -1.7027 -3.5412 3.2231 -0.649
O 0.2351 -2.2753 2.4195 -0.699
O -1.9982 -1.5474 1.8041 -0.601



# 2
68
Properties=species:S:1:pos:R:3:mulliken_charge:R:1 method="wB97M-V/def2-TZVPD" homo_lumo_gap_ev=10.362 multiplicity=1 smiles="COP(=O)(OC)OC.COP(=O)(OC)OC.COP(=O)(OC)OC.COP(=O)(OC)OC" e_homo_ev=-9.9 e_above_lowest_ev=12.713 total_charge=0
C -0.2885 6.2273 3.6584 -0.483
O 1.1350 5.9976 3.7329 -0.336
P 1.7216 4.5890 3.2657 0.894
O 1.1316 3.5382 4.0874 -0.677
O 1.2453 4.3589 1.8394 -0.068
C 1.7380 3.4042 0.9745 -0.707
O 3.2737 4.5630 3.3029 -0.321
C 3.9593 5.6899 3.9325 -0.952
H -0.7655 5.1953 3.7953 0.213
H -0.7251 6.4628 2.6454 0.215
H -0.6543 7.0756 4.3784 0.269
H 2.7298 3.7287 0.3475 0.239
H 0.9993 3.3444 0.1560 0.174
H 1.9328 2.4571 1.4822 0.371
H 5.0007 5.9335 3.6095 0.261
H 3.6283 5.5195 4.7856 0.497
H 3.5831 6.5254 3.5917 0.394
C -0.5075 -0.9503 -2.7165 -1.555
O 0.2698 -0.3618 -1.7241 -0.292
P -0.2350 -0.4955 -0.1796 1.068
O -1.6379 -0.8616 -0.1413 -0.639
O 0.5953 -1.7781 0.2516 -0.347
C -0.0039 -3.0250 0.6160 -1.169
O 0.2341 0.5431 0.9198 -0.036
C -0.4780 0.7228 2.1110 -0.670
H -1.4021 -0.7178 -2.6899 0.486
H -0.4706 -1.7754 -2.6124 0.888
H -0.1317 -0.6472 -3.8337 0.211
H -0.5938 -3.5560 -0.1631 0.278
H -0.8490 -2.9562 1.3255 0.330
H 0.6224 -3.6523 0.9038 0.756
H -0.5562 -0.3023 2.7513 0.181
H -1.4060 1.0855 1.9160 0.209
H 0.1799 1.3060 2.6363 0.346
C -4.1649 0.7992 -1.2016 -0.908
O -3.8264 2.0141 -1.6339 -0.389
P -2.6759 2.7986 -0.8226 1.023
O -1.4002 2.1136 -1.1326 -0.510
O -2.4053 4.2631 -1.2931 -0.309
C -3.4874 5.0746 -1.7666 -0.809
O -2.8355 2.8210 0.8060 -0.347
C -2.2144 3.8176 1.5821 -1.014
H -4.0416 0.4867 -0.2010 0.378
H -3.5956 0.0239 -1.5834 0.204
H -5.1423 0.4366 -1.2696 0.485
H -3.6376 5.7118 -0.9610 0.372
H -4.5182 4.6570 -1.7895 0.352
H -3.1081 5.6355 -2.7341 0.209
H -2.7535 4.7670 1.7090 0.343
H -1.2287 3.9184 1.1291 0.344
H -2.1426 3.5768 2.5596 0.558
C 2.4272 -4.9613 -1.0709 -0.601
O 2.2215 -5.6818 -2.1970 -0.259
P 1.9261 -7.2155 -2.0800 0.875
O 1.8796 -7.7144 -0.6911 -0.688
O 0.5670 -7.4334 -2.6909 -0.231
C -0.4026 -8.2140 -2.1371 -0.723
O 2.8692 -8.1768 -3.0114 -0.341
C 3.1558 -7.8963 -4.3708 -1.235
H 2.4624 -3.9211 -1.1252 0.385
H 3.3534 -5.0947 -0.4584 0.319
H 1.5694 -5.1016 -0.3272 0.152
H 0.0951 -9.1548 -2.0479 0.323
H -1.2226 -8.6736 -2.6702 0.310
H -0.6941 -7.7884 -1.1799 0.287
H 3.9521 -7.4477 -4.3977 0.602
H 2.6055 -7.0815 -4.7280 0.415
H 3.1381 -8.5466 -5.1691 0.400



# 3
41
Properties=species:S:1:pos:R:3:mulliken_charge:R:1 method="wB97M-V/def2-TZVPD" homo_lumo_gap_ev=8.131 multiplicity=1 smiles="Cc1c(OCc2c(F)cccc2Cl)c(=O)ccn1-c1ncc(C(F)(F)F)cc1Cl" e_homo_ev=-8.5 total_charge=0
C 0.3627 0.1846 -1.5872 -1.983
C 0.4755 -1.0129 -0.6992 0.744
C 1.6516 -1.6823 -0.5580 0.502
O 2.7562 -1.2240 -1.2388 -0.634
C 3.7918 -0.7357 -0.3890 -1.451
C 3.3700 0.5906 0.1937 0.186
C 2.6440 0.6486 1.3797 0.903
F 2.4163 -0.4906 2.0638 -0.378
C 2.1404 1.8263 1.9000 -0.789
C 2.3646 3.0061 1.2139 -0.396
C 3.0797 2.9965 0.0301 -0.722
C 3.5662 1.7992 -0.4735 0.702
Cl 4.4258 1.8270 -1.9683 -0.226
C 1.7908 -2.8895 0.2670 0.891
O 2.8447 -3.4922 0.4064 -0.713
C 0.5424 -3.2874 0.8951 -1.059
C -0.5976 -2.6050 0.7076 -0.025
N -0.6667 -1.4838 -0.0802 0.440
C -1.8788 -0.7914 -0.1496 -0.061
N -1.8494 0.5053 0.1193 -0.377
C -2.9587 1.2116 0.1176 -0.658
C -4.1982 0.6437 -0.1529 0.221
C -5.4591 1.4596 -0.1000 0.840
F -6.0757 1.3450 1.0902 -0.246
F -6.3514 1.0806 -1.0250 -0.259
F -5.2337 2.7654 -0.2871 -0.267
C -4.2583 -0.7117 -0.4635 -0.631
C -3.0845 -1.4459 -0.4735 0.204
Cl -3.1218 -3.1013 -0.9533 -0.165
H 1.2826 0.2853 -2.1555 0.417
H 0.2021 1.0861 -0.9990 0.249
H -0.4716 0.0730 -2.2779 0.522
H 4.0125 -1.4590 0.4013 0.339
H 4.6634 -0.6213 -1.0345 0.627
H 1.5852 1.8025 2.8236 0.458
H 1.9805 3.9362 1.6020 0.406
H 3.2584 3.9114 -0.5116 0.447
H 0.5626 -4.1550 1.5343 0.431
H -1.5149 -2.8793 1.2064 0.543
H -2.8521 2.2634 0.3413 0.438
H -5.1976 -1.1798 -0.7155 0.530



# 4
50
Properties=species:S:1:pos:R:3:mulliken_charge:R:1 method="wB97M-V/def2-TZVPD" homo_lumo_gap_ev="4.353 / 4.354" multiplicity=1 e_homo_ev="-18.1 / -18.1" e_above_lowest_ev=0.069 total_charge=+3
C 0.8447 0.2619 -3.9317 -0.286
I 2.6829 0.4211 -2.8335 0.347
H 0.9731 -0.3062 -4.8374 0.541
H 0.3457 1.2160 -4.0845 0.375
H 0.1526 -0.2563 -3.2137 -0.351
Ti -0.0971 0.1508 -0.7701 -0.117
P 0.2889 2.6147 -1.0978 1.228
C -1.1141 3.5756 -0.3942 -1.093
C 1.6850 3.2289 -0.0544 -1.173
H 1.7651 4.3212 -0.2017 0.494
H 0.9388 4.5578 -2.4018 0.441
H 2.6113 2.7242 -0.3727 0.386
H 1.3672 3.0347 -3.2523 0.382
H -1.5562 3.0095 0.4340 0.227
H 1.4622 2.9928 0.9988 0.311
C 0.5965 3.5429 -2.6571 -1.198
H -0.7298 4.5347 -0.0161 0.440
H -0.3383 3.6045 -3.2300 0.400
H -1.8678 3.7305 -1.1767 0.441
P 0.5917 -2.2437 -1.7702 0.974
C -0.8166 -3.2870 -1.2685 -1.197
C 1.1293 -2.9896 -3.3703 -1.190
H 2.8373 -2.3445 -0.8164 0.365
H 2.1639 -3.9989 -1.0469 0.455
H 1.6161 -2.9761 0.3284 0.243
C 1.9359 -2.9684 -0.7233 -1.078
H 2.1276 -2.6362 -3.6565 0.384
H 1.1548 -4.0857 -3.2791 0.504
H -0.7212 -4.3018 -1.6672 0.419
H -1.7430 -2.8462 -1.6473 0.387
H 0.4381 -2.7132 -4.1736 0.380
H -0.8864 -3.3173 -0.1767 0.336
C -1.9699 0.5918 -1.2797 0.504
O -3.0809 0.9556 -1.3991 -0.058
O -2.5424 2.1940 2.8259 -0.590
S -1.1979 1.7740 3.1046 1.122
O -0.2454 2.6958 3.6615 -0.565
N -0.5563 1.1655 1.6036 -0.177
C -0.2094 -0.0786 1.7894 0.842
O 0.3752 -0.7593 0.8386 -0.738
C -0.5368 -0.7200 3.0402 0.445
C -0.4362 -2.1018 3.3188 -0.555
C -0.8622 -2.5168 4.5874 -0.654
C -1.3952 -1.5772 5.4825 -0.641
C -1.5424 -0.2266 5.1381 -0.558
C -1.1095 0.2059 3.8907 0.110
H -0.0536 -2.8247 2.5818 0.335
H -0.7778 -3.5736 4.8774 0.443
H -1.7030 -1.9251 6.4711 0.437
H -1.9946 0.4705 5.8274 0.521



# 5
27
Properties=species:S:1:pos:R:3:mulliken_charge:R:1 method="wB97M-V/def2-TZVPD" homo_lumo_gap_ev=9.105 multiplicity=1 smiles=OCCCCNCO.O.O e_homo_ev=-8.4 e_above_lowest_ev=1.905 total_charge=0
O 2.4810 -0.0093 0.0813 -0.544
C 2.1385 -0.3583 1.4461 -0.533
C 0.9873 -1.3729 1.5081 -0.506
C -0.3995 -0.8117 1.7554 -0.859
C -0.8440 0.1989 0.6910 -0.152
N -1.3624 -0.4276 -0.5233 -0.251
C -0.7854 -0.2665 -1.8229 -0.429
O 0.4480 -0.9705 -1.9576 -0.579
H 3.1333 -0.6264 -0.2655 0.310
H 3.0012 -0.8029 1.9395 0.315
H 1.8166 0.6336 1.7603 0.292
H 1.0220 -2.0653 0.6644 0.330
H 1.2969 -2.0626 2.3073 0.417
H -1.0704 -1.6807 1.7767 0.368
H -0.6348 -0.3502 2.7186 0.308
H -0.2101 1.0735 0.5392 0.454
H -1.7456 0.6881 1.0899 -0.195
H -1.7464 -1.3261 -0.2920 0.244
H -0.6381 0.7777 -2.0414 0.332
H -1.4277 -0.7505 -2.5450 0.322
H 1.0435 -0.8518 -1.2091 0.270
O -0.4619 0.8985 -4.2721 -0.643
H 0.2522 1.5293 -4.2691 0.312
H -0.0448 0.0429 -4.4198 0.326
O -2.1159 3.1991 1.4975 -0.631
H -1.7304 3.4019 2.3533 0.310
H -2.4033 2.2897 1.4892 0.409



# 6
14
Properties=species:S:1:pos:R:3:mulliken_spin:R:1 method="wB97M-V/def2-TZVPD" homo_lumo_gap_ev="7.810 / 8.089" multiplicity=3 e_homo_ev="-7.0 / -8.9" e_above_lowest_ev=0.000 total_charge=0
C 1.2142 -1.5009 2.5576 0.098
C 0.5651 -0.6333 1.7333 -0.015
C -1.1352 0.3114 -1.8167 -0.056
C -0.9724 0.3783 -0.2879 0.790
C 0.0157 1.2111 -2.2692 0.830
S -0.3979 -1.0847 0.3418 0.157
Cl 1.6200 0.6729 -1.7596 0.068
Cl -0.0679 2.9260 -2.2557 0.087
H 1.5943 -1.1902 3.5939 0.002
H 1.2982 -2.6356 2.2623 -0.001
H 0.5214 0.5123 1.8440 -0.004
H -0.8927 -0.7554 -2.0976 0.014
H -2.0863 0.4928 -2.0450 0.026
H -1.2765 1.2953 0.1988 0.004



The highest multiplicity belongs to which entry?
C5H6Cl2S